# 1
Formula: C3H5NO2S
Source: the Open Molecules 2025 dataset
Level of theory: wB97M-V/def2-TZVPD

## Properties
structure (SMILES)	NC[C@@]1(O)SC1=O
LUMO level	0.30	eV
Kohn-Sham gap	9.37	eV

Positions of all 12 atoms, in Å:
S1 2.14 1.97 -0.18
O1 1.79 -0.32 1.42
O2 0.33 3.01 1.54
N1 -1.45 0.46 -0.52
C1 0.98 2.15 1.09
C2 1.02 0.73 0.87
C3 -0.22 -0.23 -0.17
H1 -2.28 0.42 0.04
H2 0.49 -0.38 -1.01
H3 -1.29 1.44 -0.89
H4 2.33 0.02 2.07
H5 -0.31 -1.13 0.37

These are the Löwdin partial charges, in e, on atoms 1 to 6:
1. S 0.914
2. O -0.011
3. O 0.082
4. N -0.002
5. C -0.838
6. C -0.426



# 2
Formula: C3H5NO2S
Source: the Open Molecules 2025 dataset
Level of theory: wB97M-V/def2-TZVPD

## Properties
structure (SMILES)	C=NOCC(O)=S
LUMO level	0.55	eV
Kohn-Sham gap	9.49	eV

Positions of all 12 atoms, in Å:
S1 0.15 -1.62 1.22
O1 -0.63 0.84 -0.27
O2 1.86 -1.42 -0.61
N1 -1.20 2.02 -1.02
C1 -1.99 2.46 -0.03
C2 0.82 -0.95 0.01
C3 0.57 0.47 -0.65
H1 0.78 0.52 -1.75
H2 -2.71 3.35 -0.43
H3 2.35 -2.05 -0.08
H4 1.50 0.94 0.03
H5 -2.19 1.82 0.96

These are the Löwdin partial charges, in e, on atoms 1 to 6:
1. S 0.823
2. O -0.260
3. O -0.007
4. N 0.065
5. C -0.026
6. C -0.973



One value per record, in order, for energy above the lowest of the compared OMol25 structures with the same formula, charge and spin: 68.55 107.82 kcal per mole.